ORCA calculation (ωB97M-V/def2-TZVPD) on a gas-phase ion, C16H23N3 (charge +2) at a distorted geometry.

XYZ file:
```
42
Properties=species:S:1:pos:R:3:forces:R:3:nbo_charge:R:1
C 6.4908 -1.2163 -0.0620 0.49 0.21 0.67 -0.632
C 4.9773 -0.8680 0.2440 0.10 -0.89 -0.40 -0.222
C 4.1025 -2.0881 -0.2889 0.38 0.30 0.93 -0.632
C 4.5214 0.5183 -0.4072 1.01 -1.94 0.38 -0.232
N 3.0418 0.6586 -0.1864 -2.34 0.92 -0.24 -0.272
C 2.4728 0.5077 1.0570 -1.23 0.04 0.59 0.104
C 1.0502 0.5916 1.3201 -0.05 0.23 -2.46 -0.204
C 0.1409 0.8572 0.1977 1.98 0.42 -0.90 0.027
C -1.3970 0.9285 0.3264 -1.46 -0.94 0.48 0.017
C -2.0881 -0.3699 0.5335 -1.14 2.04 -0.20 -0.205
C -3.5302 -0.3967 0.6307 2.31 0.94 -0.31 0.084
N -4.2605 0.7843 0.5214 1.20 -0.53 0.38 -0.276
C -5.7611 0.6313 0.5909 -0.45 0.04 -0.71 -0.234
C -6.2689 -0.0183 -0.7727 0.05 -0.11 -0.54 -0.250
N -6.1778 -1.5126 -0.7909 1.04 0.93 0.86 -0.777
C -3.6555 2.0061 0.3610 2.11 -0.18 -0.17 0.112
C -2.1927 2.1472 0.2605 -0.87 -2.27 0.17 -0.195
C 0.7589 1.0534 -1.1280 1.13 -0.48 2.00 -0.214
C 2.2080 0.9434 -1.2535 -1.64 0.05 0.28 0.117
H 7.1028 -0.9956 0.8600 -0.48 -0.04 -1.11 0.238
H 6.9316 -0.6523 -0.9232 -0.48 -0.41 0.70 0.226
H 6.6539 -2.3140 -0.2571 -0.46 1.14 0.12 0.243
H 4.8910 -0.8086 1.3674 -0.10 0.01 -1.15 0.207
H 4.3559 -2.9726 0.3591 -0.24 0.81 -0.71 0.247
H 3.0056 -1.9027 -0.1478 0.84 -0.29 -0.45 0.187
H 4.3848 -2.3546 -1.3404 -0.49 0.39 0.85 0.233
H 4.7066 0.3975 -1.5071 -0.34 0.57 1.00 0.242
H 5.1040 1.3550 0.0483 -0.79 -0.44 -0.51 0.259
H 3.1602 0.3026 1.9096 -0.57 0.21 -0.97 0.267
H 0.5933 0.4379 2.3231 0.90 0.15 -0.78 0.274
H -1.5045 -1.3167 0.6064 -0.65 0.94 -0.07 0.271
H -4.0660 -1.3632 0.7751 0.36 1.24 -0.06 0.265
H -6.1707 1.6539 0.7748 0.21 -0.95 -0.13 0.247
H -5.9994 -0.0624 1.4459 0.26 0.93 -0.75 0.239
H -5.6443 0.3615 -1.6342 -0.71 -0.15 0.94 0.210
H -7.3347 0.2652 -1.0041 1.09 -0.10 0.62 0.247
H -5.2596 -1.8041 -1.1501 -0.61 0.11 -0.13 0.352
H -6.1599 -1.8201 0.1895 -0.53 -0.27 -0.56 0.342
H -4.2833 2.9262 0.2977 0.36 -1.13 0.12 0.270
H -1.6990 3.1442 0.1387 -0.78 -1.04 0.13 0.280
H 0.1282 1.2710 -2.0268 0.85 -0.24 0.94 0.274
H 2.6708 1.0941 -2.2584 -0.27 -0.23 1.15 0.264
```
Positions in Å, forces in eV/Å.

## Properties
**Molecular weight**: 257.38 g mol⁻¹
**Orbital gap**: 7.7 eV
**Lowest unoccupied orbital energy**: -7.6 eV
**Total charge**: +2
**Energy relative to the best compared isomer or geometry (same formula, charge and spin)**: 201.9 kJ/mol

---

ORCA calculation (ωB97M-V/def2-TZVPD) on a molecular structure, C20H35N4O9Ti at a distorted geometry.

XYZ file:
```
69
Properties=species:S:1:pos:R:3:forces:R:3:nbo_charge:R:1
Ti -0.2837 -0.4811 -0.6475 -0.77 -0.24 0.00 1.895
O 1.9796 0.9981 2.1980 -0.08 -0.09 0.00 -0.747
C 1.1214 1.2539 3.3052 0.21 -0.20 -0.13 -0.075
C 0.0145 2.2293 2.9647 -0.13 0.10 0.02 -0.226
N -0.8659 1.7220 1.9371 -0.02 0.06 -0.20 -0.446
C -1.7075 0.6387 2.3868 -0.10 0.06 -0.05 -0.345
C -1.0677 -0.7379 2.2670 0.28 0.20 -0.68 0.812
O -1.2743 -1.6061 3.0693 0.02 -0.24 0.19 -0.587
O -0.2968 -0.8793 1.1870 -0.09 -0.06 1.04 -0.799
C -1.4925 2.6884 1.0677 -0.07 -0.04 0.22 -0.322
C -1.5709 2.2511 -0.3880 0.15 -0.66 0.01 0.819
O -1.6792 3.0652 -1.2757 0.00 0.13 -0.11 -0.623
O -1.5093 0.9466 -0.5819 -0.12 0.66 -0.09 -0.781
H 1.6314 0.2317 1.7108 0.03 0.23 0.09 0.503
H 1.7256 1.6901 4.1024 0.08 -0.03 0.00 0.179
H 0.7081 0.3161 3.6887 0.02 0.04 0.03 0.183
H 0.4623 3.1628 2.6172 0.04 -0.01 -0.02 0.192
H -0.5274 2.4501 3.9010 -0.04 0.07 0.00 0.170
H -2.6070 0.5901 1.7673 -0.02 0.01 0.03 0.241
H -2.0188 0.7686 3.4284 -0.07 -0.02 0.06 0.203
H -0.9209 3.6142 1.0769 0.00 0.08 0.03 0.217
H -2.5187 2.9520 1.3674 0.00 0.03 0.04 0.205
N 3.8819 3.3554 -3.1827 0.01 0.02 0.00 -0.673
C 3.0143 3.6040 -1.9531 0.19 0.17 -0.16 -0.216
C 2.3546 2.2740 -1.6610 -0.19 -0.31 0.08 -0.267
N 1.4124 2.2414 -0.5881 -0.13 0.28 0.32 -0.839
H 4.3862 4.1804 -3.5076 -0.05 -0.04 0.05 0.433
H 3.2946 3.0067 -3.9453 -0.01 -0.01 0.05 0.446
H 4.5579 2.6139 -2.9819 -0.04 -0.01 0.03 0.445
H 2.3068 4.3867 -2.2200 -0.01 0.02 0.00 0.218
H 3.6752 3.9504 -1.1610 0.01 0.02 0.01 0.215
H 3.1280 1.5249 -1.4720 -0.03 0.08 0.03 0.233
H 1.8431 1.9371 -2.5721 0.01 0.02 0.06 0.222
H 0.6450 2.8892 -0.7081 0.07 0.03 0.01 0.377
H 1.7950 2.2545 0.3522 0.00 -0.06 -0.06 0.406
O 1.5435 -0.9908 -0.6623 0.78 0.19 -0.50 -0.611
N 1.6893 -0.6847 -2.0157 -0.50 -0.37 0.13 0.532
O 2.7787 -0.3335 -2.4741 0.26 -0.01 -0.08 -0.492
O 0.5251 -0.0042 -2.3284 0.91 0.11 -0.44 -0.627
C 0.0176 -3.9099 0.8651 -0.03 0.02 0.02 -0.602
C -1.3551 -4.2943 0.3115 -0.07 0.02 0.01 -0.228
C -1.1951 -5.0106 -1.0377 -0.01 -0.01 0.00 -0.601
C -2.4299 -3.2169 0.1861 0.16 -0.17 0.07 -0.050
C -3.5960 -3.3317 0.9246 -0.06 -0.06 -0.02 -0.201
C -4.7063 -2.5441 0.6408 0.09 0.04 -0.05 -0.246
C -4.6684 -1.7100 -0.4607 -0.07 -0.04 0.02 -0.160
C -3.5124 -1.5464 -1.2303 -0.21 0.12 -0.04 -0.090
C -3.6736 -0.8067 -2.5600 0.08 0.01 0.09 -0.234
C -2.5303 -0.9603 -3.5601 0.02 0.02 -0.08 -0.596
C -4.0705 0.6656 -2.4222 -0.02 0.05 0.01 -0.595
C -2.3709 -2.2165 -0.7957 0.50 0.00 -0.07 0.311
O -1.1243 -1.9286 -1.3332 -0.78 -0.12 0.10 -0.717
H 0.6172 -4.8198 0.9563 -0.01 0.01 0.03 0.195
H -0.0539 -3.4369 1.8434 -0.04 -0.02 -0.04 0.233
H 0.5491 -3.2343 0.1986 0.02 0.00 -0.03 0.217
H -1.7882 -5.0170 1.0085 0.03 -0.05 0.04 0.197
H -0.7308 -4.3516 -1.7728 -0.01 0.01 0.02 0.217
H -2.1584 -5.3392 -1.4342 0.01 0.01 0.03 0.204
H -0.5558 -5.8891 -0.9225 -0.01 0.02 0.01 0.203
H -3.6387 -4.0737 1.7139 -0.02 0.02 -0.01 0.210
H -5.6089 -2.6322 1.2326 0.01 -0.01 -0.02 0.209
H -5.5675 -1.1858 -0.7680 0.01 -0.01 0.01 0.196
H -4.5340 -1.3196 -3.0014 -0.05 0.01 -0.07 0.201
H -1.6448 -0.3898 -3.2820 -0.08 0.00 -0.03 0.222
H -2.8684 -0.5940 -4.5330 0.00 0.00 0.00 0.198
H -2.2250 -2.0013 -3.6764 -0.03 0.03 0.02 0.214
H -3.2327 1.2785 -2.0958 -0.05 -0.07 -0.06 0.225
H -4.8925 0.8037 -1.7165 0.02 -0.03 -0.01 0.198
H -4.3993 1.0458 -3.3930 -0.01 -0.01 0.02 0.200
```
Positions in Å, forces in eV/Å.

## Properties
**Molecular weight**: 523.39 g mol⁻¹
**Orbital gap (alpha / beta)**: 5.9 / 6.5 eV
**<S²>**: 0.755
**Lowest unoccupied orbital energy (alpha / beta)**: -1.3 / -1.3 eV
**Total charge**: 0
**Energy relative to the best compared isomer or geometry (same formula, charge and spin)**: 0.0 kJ/mol
**Multiplicity**: 2

---

ORCA calculation (ωB97M-V/def2-TZVPD) on C7H11IN2 in the gas phase at a distorted geometry.

XYZ file:
```
21
Properties=species:S:1:pos:R:3:forces:R:3:nbo_charge:R:1
C 1.5243 2.5173 0.1418 -3.30 1.74 1.70 -0.106
C 0.3413 1.6949 0.3084 -2.21 -2.06 -0.67 0.051
C 3.0118 0.9069 -0.6648 0.19 -0.46 -1.24 0.050
C -0.3479 -1.5262 1.1931 1.22 3.83 -2.24 -0.600
C -0.3780 -1.2826 -1.3733 -1.82 -2.64 0.23 -0.610
C -2.1307 0.0169 0.0398 2.46 -1.91 4.38 -0.615
C -0.6436 -0.5854 -0.0645 -1.08 1.93 1.03 0.123
N 2.5708 1.9047 -0.1510 1.74 0.14 -0.46 -0.329
N 0.3722 0.5036 -0.1637 0.74 -0.07 1.37 -0.447
I 4.0291 -0.6571 0.0862 0.35 -0.45 0.52 0.227
H 1.3248 3.5678 0.3428 1.18 -0.01 -0.12 0.208
H -0.6251 2.0605 0.7669 1.20 0.25 -0.31 0.171
H 0.1632 -2.2902 0.7451 1.19 -2.54 -0.32 0.210
H 0.2967 -0.9857 1.8586 0.55 0.22 0.34 0.214
H -1.1842 -1.7467 1.7284 -2.52 -1.07 1.08 0.209
H -0.8315 -2.3184 -1.4990 0.20 1.06 0.63 0.196
H -0.7925 -0.7457 -2.1814 -0.16 0.95 -1.03 0.212
H 0.6593 -1.4319 -1.4920 1.24 0.09 -0.23 0.226
H -2.3554 0.3266 1.1687 0.41 -0.67 -2.38 0.195
H -2.2298 0.8346 -0.5465 -0.41 2.55 -2.00 0.201
H -2.7746 -0.7637 -0.2436 -1.18 -0.87 -0.27 0.213
```
Positions in Å, forces in eV/Å.

## Properties
**Molecular weight**: 250.08 g mol⁻¹
**Orbital gap (alpha / beta)**: 7.4 / 7.4 eV
**Lowest unoccupied orbital energy (alpha / beta)**: -0.2 / -0.2 eV
**Total charge**: 0
**Energy relative to the best compared isomer or geometry (same formula, charge and spin)**: 221.9 kJ/mol

---

ORCA calculation (ωB97M-V/def2-TZVPD) on a molecular structure, C27H21CrF5N3OS5 at a distorted geometry.

XYZ file:
```
63
Properties=species:S:1:pos:R:3:forces:R:3:nbo_charge:R:1
Cr 0.2990 0.1772 -1.9205 0.10 0.02 -1.08 0.574
S -0.7217 -1.7869 -2.0570 -1.14 -1.49 -0.36 -0.242
C -2.1924 -1.3708 -2.9251 0.53 0.63 0.21 -0.119
C -3.1643 -2.3515 -3.1417 0.90 -0.54 0.07 -0.213
C -4.1535 -2.1219 -4.0489 -1.44 0.90 -0.74 -0.180
C -4.4150 -0.8311 -4.5397 1.08 0.54 0.56 -0.255
C -3.5084 0.2221 -4.2284 -2.23 -1.75 -1.21 -0.178
C -2.4066 -0.0821 -3.4927 0.48 -0.51 0.45 -0.267
S -1.3420 1.3036 -3.2697 0.37 -0.44 0.43 0.402
C -0.3365 1.3522 -4.8035 -1.00 0.04 -1.07 -0.579
C 1.1166 1.6292 -4.4374 1.51 -0.26 0.25 0.217
C 1.9312 2.4928 -5.1986 -0.01 -0.60 1.11 -0.241
C 3.2617 2.6515 -4.7205 -0.92 -0.29 -0.40 -0.156
C 3.7961 1.9716 -3.6328 -1.22 -1.15 -0.05 -0.247
C 2.9885 0.9971 -3.0054 -1.80 0.95 -0.72 0.236
C 3.4580 0.0440 -1.9138 0.36 -0.17 0.06 -0.578
S 2.1783 -0.6856 -0.8311 0.21 -0.14 -0.22 0.442
C 2.2905 0.4410 0.4836 -0.35 -0.10 1.09 -0.296
C 3.3573 0.2918 1.3609 0.57 -0.25 -0.73 -0.168
C 3.5113 1.2115 2.3650 0.55 -0.64 0.91 -0.259
C 2.5473 2.1898 2.6098 -1.27 -0.05 -0.77 -0.181
C 1.3573 2.2311 1.8567 1.77 -0.88 0.31 -0.193
C 1.2663 1.3429 0.7335 -0.19 1.68 1.16 -0.157
S -0.0600 1.6376 -0.3160 -0.83 1.32 0.82 -0.254
N 1.6422 0.9424 -3.3520 1.34 0.42 -1.27 -0.527
H -3.0665 -3.3334 -2.6659 0.19 0.42 -0.26 0.227
H -4.7977 -2.9204 -4.4148 -0.02 0.04 0.48 0.205
H -5.3401 -0.6477 -5.0558 0.00 0.11 -0.44 0.207
H -3.6340 1.2085 -4.6542 -0.21 0.08 0.20 0.209
H -0.8207 2.2005 -5.4007 1.13 -1.08 0.58 0.238
H -0.5247 0.3855 -5.4137 0.61 1.41 1.20 0.271
H 1.4733 3.0048 -6.0762 0.82 -0.36 0.81 0.231
H 3.9653 3.2545 -5.2353 0.24 0.83 -0.57 0.213
H 4.8231 2.1553 -3.3562 0.05 -0.17 0.13 0.227
H 4.1517 0.5664 -1.2118 -0.27 -0.56 -0.76 0.260
H 3.8988 -0.9051 -2.2956 0.21 1.06 -0.30 0.253
H 4.1024 -0.5103 1.1453 -0.66 0.68 0.51 0.215
H 4.3085 1.0015 3.0773 0.01 0.57 -0.13 0.217
H 2.7119 2.9231 3.3788 -0.06 0.00 0.40 0.212
H 0.5454 2.9124 2.1416 0.41 -0.32 -0.49 0.230
F 2.6119 0.6271 7.6009 0.64 0.48 0.59 -0.309
C 2.0012 -0.0574 6.6422 -1.46 -0.12 -0.59 0.193
C 0.7469 0.3814 6.1851 0.63 -0.83 -0.77 0.295
F 0.2900 1.5547 6.6023 -0.35 0.75 0.44 -0.316
C 0.0437 -0.3357 5.2326 0.31 -0.98 -0.39 0.265
F -1.1057 0.1474 4.7268 0.04 0.44 0.32 -0.317
C 0.4874 -1.5762 4.6898 2.39 0.49 2.18 -0.281
S -0.2322 -2.4592 3.4865 -0.94 -0.60 -1.33 -0.390
C 1.7403 -2.0388 5.2626 -0.61 1.63 -0.13 0.285
F 2.2723 -3.1701 4.7677 0.16 0.26 0.44 -0.310
C 2.4850 -1.2530 6.1703 0.32 -1.80 -0.60 0.249
F 3.6991 -1.7238 6.6274 -0.91 0.44 -0.29 -0.329
C -3.7531 -2.4054 2.8345 1.44 -0.07 0.71 -0.448
N -4.1726 -1.9794 1.5343 0.56 0.35 -0.46 -0.637
C -3.8377 -0.7822 0.9279 -1.28 -0.65 0.04 0.778
N -2.7962 -0.1021 1.4331 0.75 1.12 -0.36 -0.848
O -4.5441 -0.3496 0.0105 0.45 -0.07 0.00 -0.715
H -4.2169 -3.3595 3.1044 0.01 0.26 -0.13 0.195
H -3.9506 -1.6548 3.5923 -0.52 0.16 0.38 0.178
H -2.6483 -2.5204 2.9368 -0.73 -0.19 -0.43 0.246
H -5.0388 -2.3304 1.2073 -0.61 -0.10 -0.33 0.386
H -2.0917 -0.4798 2.0474 -0.01 -0.42 0.07 0.424
H -2.4880 0.6721 0.8402 -0.11 -0.49 0.44 0.409
```
Positions in Å, forces in eV/Å.

## Properties
**Molecular weight**: 710.81 g mol⁻¹
**Orbital gap (alpha / beta)**: 5.1 / 5.0 eV
**<S²>**: 6.041
**Lowest unoccupied orbital energy (alpha / beta)**: 1.5 / 1.4 eV
**Total charge**: -1
**Multiplicity**: 5